# C7H7FN2O

A 2-piece molecular cluster, C7H7FN2O overall in a non-equilibrium geometry (ωB97M-V with the def2-TZVPD basis set, the Open Molecules 2025 dataset).

Last column: natural (NBO) charge in e.
CARTESIAN COORDINATES (ANGSTROEM)
C -1.911 1.210 -0.113  0.2484
C 0.498 -2.096 0.600  -0.1499
C -0.459 -2.199 -0.367  -0.2481
C 0.941 -0.685 1.053  -0.3067
C -0.977 -0.988 -1.011  0.1076
C -0.854 0.188 -0.060  0.1857
C 1.316 2.835 -0.073  0.2907
N -2.801 1.928 -0.269  -0.2653
N -0.008 0.317 0.881  -0.3475
O 0.697 2.400 -0.976  -0.5122
F -2.259 -1.115 -1.453  -0.3374
H 0.859 -2.955 1.110  0.2184
H -0.638 -3.163 -0.823  0.2332
H 0.997 -0.670 2.185  0.2234
H -0.487 -0.536 -1.926  0.2049
H 1.291 3.912 0.173  0.1175
H 1.878 2.113 0.465  0.1087
H 1.917 -0.496 0.606  0.2286

* max |F|: 3.75 eV Å⁻¹
* net charge: 0
* gap between HOMO and LUMO: 10.41 eV
* relative energy (zero: lowest compared OMol25 entry of this formula, charge and spin): 1.515 eV